(1)
8
Properties=species:S:1:pos:R:3 method="wB97M-V/def2-TZVPD" orbital_gap_ev=9.73 fmax_ev_per_a=0.66 e_above_lowest_kj_mol=104.0 e_tot_ev=-5221.059 multiplicity=1
O -1.664 1.155 0.138
C -1.003 0.015 0.495
C 0.272 -0.208 0.331
C 1.449 -0.559 -0.100
H -1.036 1.723 -0.331
H -1.634 -0.715 0.988
H 1.421 -1.060 -1.064
H 2.371 -0.380 0.454

***

(2)
8
Properties=species:S:1:pos:R:3 method="wB97M-V/def2-TZVPD" orbital_gap_ev="8.66 / 8.68" fmax_ev_per_a=5.64 e_above_lowest_kj_mol=581.2 e_tot_ev=-5216.113 multiplicity=1
C 2.767 -0.149 0.025
C 1.900 0.663 -0.058
C -0.992 0.455 -0.051
O -0.045 1.405 0.033
H 3.637 -0.747 0.030
H -1.078 -0.007 -1.046
H -1.919 1.027 0.135
H -0.930 -0.318 0.731

***

(3)
8
Properties=species:S:1:pos:R:3 method="wB97M-V/def2-TZVPD" orbital_gap_ev="7.81 / 10.38" fmax_ev_per_a=3.23 e_above_lowest_kj_mol=524.3 e_tot_ev=-5216.703 multiplicity=1
C 0.957 1.630 0.445
C 0.622 0.464 0.394
C 0.082 -0.790 0.170
O -0.213 -1.317 -1.156
H 1.404 2.598 0.228
H -2.604 -0.339 0.821
H 0.044 -1.686 0.887
H -0.292 -0.560 -1.788

***

(4)
8
Properties=species:S:1:pos:R:3 method="wB97M-V/def2-TZVPD" orbital_gap_ev="7.22 / 8.91" s_squared=2.0292 fmax_ev_per_a=3.80 e_above_lowest_kj_mol=445.8 e_tot_ev=-5214.284 multiplicity=3
C 0.632 0.273 0.289
C 0.195 -1.565 1.602
C -0.400 0.405 -0.660
O 0.598 -1.471 2.822
H -0.742 1.336 -1.023
H 0.015 -0.213 -1.474
H -1.280 -0.218 -0.434
H 1.260 -0.781 3.066

***

(5)
9
Properties=species:S:1:pos:R:3 method="wB97M-V/def2-TZVPD" orbital_gap_ev=10.37 fmax_ev_per_a=1.81 e_above_lowest_kj_mol=381.0 e_tot_ev=-7266.737 multiplicity=1
C -0.731 -0.986 1.327
C -0.274 0.017 0.842
C -2.751 1.275 -1.304
O -3.654 0.592 -1.423
O -0.025 1.124 0.138
H -0.731 -2.030 1.706
H 3.710 -0.343 -0.679
H 3.583 -1.013 -0.989
H 0.873 1.363 0.383

***

(6)
9
Properties=species:S:1:pos:R:3 method="wB97M-V/def2-TZVPD" orbital_gap_ev=7.15 fmax_ev_per_a=6.60 e_above_lowest_kj_mol=986.2 e_tot_ev=-7260.465 multiplicity=1
C -0.666 -0.095 -0.156
C 0.481 0.134 -0.253
C -2.091 -0.338 -0.131
O 3.418 0.811 0.017
O 2.776 -0.359 -0.015
H -2.239 -1.330 0.254
H -2.492 0.271 0.579
H -2.311 -0.388 -1.167
H 3.124 1.294 0.871

***

(7)
9
Properties=species:S:1:pos:R:3 method="wB97M-V/def2-TZVPD" orbital_gap_ev=10.15 fmax_ev_per_a=0.46 e_above_lowest_kj_mol=611.3 e_tot_ev=-7264.350 multiplicity=1
O 1.221 0.669 -0.818
C 0.948 -0.153 0.144
C -0.204 0.311 0.872
C -0.881 -0.208 -0.383
O -1.346 -0.484 0.953
H 1.458 -1.109 0.275
H -0.330 1.374 1.042
H -0.037 0.780 -1.072
H -0.557 -1.156 -0.837

***

(8)
9
Properties=species:S:1:pos:R:3 method="wB97M-V/def2-TZVPD" orbital_gap_ev=10.55 fmax_ev_per_a=1.83 e_above_lowest_kj_mol=211.2 e_tot_ev=-7268.497 multiplicity=1
O -0.563 -1.640 1.110
C -0.140 -0.700 0.503
C -0.131 0.782 0.703
O 0.578 1.010 -0.502
C 0.370 -0.345 -0.923
H 0.163 1.447 1.523
H -1.247 0.673 0.518
H -0.329 -0.366 -1.769
H 1.298 -0.861 -1.164

***

(9)
9
Properties=species:S:1:pos:R:3 method="wB97M-V/def2-TZVPD" orbital_gap_ev=10.22 fmax_ev_per_a=2.42 e_above_lowest_kj_mol=407.9 e_tot_ev=-7266.458 multiplicity=1
C -2.462 0.436 0.224
C -1.946 -0.472 -0.375
C 1.335 -0.532 -0.252
O 2.580 -0.978 -0.215
O 1.265 0.840 0.145
H -2.728 1.204 0.905
H -1.667 -1.383 -0.862
H 3.258 -0.314 0.102
H 0.364 1.199 0.329

***

(10)
9
Properties=species:S:1:pos:R:3 method="wB97M-V/def2-TZVPD" orbital_gap_ev=9.24 fmax_ev_per_a=2.89 e_above_lowest_kj_mol=207.1 e_tot_ev=-7268.539 multiplicity=1
C 1.157 -0.218 0.090
C -1.145 -0.476 0.106
C -0.825 0.821 0.021
H 1.732 -0.230 1.126
H 1.928 -0.315 -0.741
H -1.986 -1.168 0.000
H -1.434 1.785 -0.062
O 0.077 -1.166 -0.122
O 0.502 1.063 -0.081

***

(11)
9
Properties=species:S:1:pos:R:3 method="wB97M-V/def2-TZVPD" orbital_gap_ev="9.63 / 6.40" fmax_ev_per_a=4.12 e_above_lowest_kj_mol=776.2 e_tot_ev=-7262.641 multiplicity=1
C 1.506 1.297 1.099
C 2.892 1.183 1.225
C -0.487 -0.044 -0.607
O 2.309 2.280 0.448
O -1.152 -0.896 0.142
H 0.751 1.383 1.889
H 0.597 -0.090 -0.776
H -1.067 0.793 -1.019
H -0.534 -1.466 0.465

***

(12)
9
Properties=species:S:1:pos:R:3 method="wB97M-V/def2-TZVPD" orbital_gap_ev=9.66 fmax_ev_per_a=1.39 e_above_lowest_kj_mol=184.5 e_tot_ev=-7268.774 multiplicity=1
C -0.213 0.034 1.170
C 0.132 -0.204 -0.104
O 0.552 -1.467 -0.377
C -0.044 0.759 -1.249
O 0.253 1.928 -1.204
H 0.766 -1.675 0.553
H -0.672 -0.767 1.755
H -0.194 1.016 1.594
H -0.568 0.347 -2.135

***

(13)
9
Properties=species:S:1:pos:R:3 method="wB97M-V/def2-TZVPD" orbital_gap_ev=10.80 fmax_ev_per_a=5.73 e_above_lowest_kj_mol=305.4 e_tot_ev=-7267.520 multiplicity=1
C -1.363 0.402 0.638
C -0.333 -0.415 -0.093
C 1.069 -0.005 -0.246
O -1.781 0.734 1.696
O -1.286 0.609 -0.621
H -0.976 -1.583 -0.664
H 1.428 0.337 0.748
H 1.353 0.712 -1.013
H 1.889 -0.791 -0.446

***

(14)
10
Properties=species:S:1:pos:R:3 method="wB97M-V/def2-TZVPD" orbital_gap_ev=8.62 fmax_ev_per_a=3.62 e_above_lowest_kj_mol=100.1 e_tot_ev=-18105.028 multiplicity=1
C -0.423 0.271 0.383
C -1.269 -0.821 0.027
C 0.868 0.366 -0.447
O 0.867 0.847 -1.564
O 1.895 0.055 0.320
S -2.634 -1.187 0.712
H -0.998 1.241 0.152
H -0.839 -1.202 -0.973
H -0.186 0.330 1.461
H 2.719 0.100 -0.072

***

(15)
10
Properties=species:S:1:pos:R:3 method="wB97M-V/def2-TZVPD" orbital_gap_ev="9.01 / 9.01" fmax_ev_per_a=4.96 e_above_lowest_kj_mol=441.6 e_tot_ev=-18101.488 multiplicity=1
C 0.138 0.615 -0.263
C 0.109 -0.087 0.851
C 0.718 -1.761 0.726
O 3.038 -2.995 0.537
O 3.092 -0.664 1.428
S 2.413 -1.759 0.733
H -0.280 1.634 -0.463
H 0.650 -0.007 -1.007
H -0.412 0.041 1.752
H 0.029 -2.474 0.263

***

(16)
11
Properties=species:S:1:pos:R:3 method="wB97M-V/def2-TZVPD" orbital_gap_ev=7.94 fmax_ev_per_a=6.02 e_above_lowest_kj_mol=338.8 e_tot_ev=-28937.541 multiplicity=1
C -1.877 0.481 -0.650
C 0.446 0.314 -0.009
C 1.539 -0.614 0.412
H -2.771 -0.116 -0.523
H -1.403 0.784 -1.656
H -1.882 1.536 -0.314
H 2.229 -1.648 2.226
O -0.700 -0.249 -0.174
O 2.055 -0.466 1.669
S 0.667 1.897 -0.503
S 1.697 -1.920 -0.477

***

(17)
11
Properties=species:S:1:pos:R:3 method="wB97M-V/def2-TZVPD" orbital_gap_ev="7.50 / 7.50" fmax_ev_per_a=5.04 e_above_lowest_kj_mol=253.5 e_tot_ev=-28938.426 multiplicity=1
C -1.610 1.312 -0.473
C -0.948 0.252 0.223
C 1.706 -0.661 -0.296
O -2.816 1.477 -0.763
O -0.612 -1.696 1.904
S -1.636 -0.978 1.064
S 0.888 0.765 0.495
H -0.828 2.100 -0.894
H 1.206 -0.799 -1.276
H 1.839 -1.407 0.537
H 2.810 -0.365 -0.521

***

(18)
11
Properties=species:S:1:pos:R:3 method="wB97M-V/def2-TZVPD" orbital_gap_ev=8.49 fmax_ev_per_a=2.79 e_above_lowest_kj_mol=52.8 e_tot_ev=-28940.506 multiplicity=1
C -1.085 0.252 0.019
C -0.044 -0.783 -0.181
C 2.082 0.251 -0.042
H -3.296 0.838 0.325
H 0.213 -1.173 0.807
H -0.446 -1.602 -0.833
H 2.850 0.738 -0.656
O 1.122 -0.261 -0.819
O 2.146 0.189 1.158
S -2.722 -0.334 0.274
S -0.820 1.885 -0.052

***

(19)
10
Properties=species:S:1:pos:R:3 method="wB97M-V/def2-TZVPD" orbital_gap_ev="5.32 / 9.49" charge=+2 s_squared=0.7507 fmax_ev_per_a=1.96 e_above_lowest_kj_mol=0.0 e_tot_ev=-27950.486 multiplicity=2
C -0.702 -0.519 0.006
C -1.628 0.586 0.031
H -0.786 -1.187 0.875
H -0.814 -1.168 -0.875
H -1.927 1.039 0.977
H -1.944 1.069 -0.895
C 1.042 -0.141 -0.025
O 1.443 1.056 -0.026
O 1.890 -1.079 -0.019
Sc 3.426 0.343 -0.048

***

(20)
10
Properties=species:S:1:pos:R:3 method="wB97M-V/def2-TZVPD" orbital_gap_ev=10.25 fmax_ev_per_a=2.65 e_above_lowest_kj_mol=102.2 e_tot_ev=-9317.642 multiplicity=1
C -0.201 0.852 -0.201
C -1.292 -0.389 0.036
C 1.293 0.517 -0.045
O -0.697 1.920 -0.413
O -2.471 -0.466 0.087
O -0.459 -1.408 0.241
H 1.664 0.164 -0.954
H 1.316 -0.349 0.595
H 1.740 1.455 0.287
H -0.893 -2.295 0.368